# C33H30BrCl7MgN2O4P2

C33H30BrCl7MgN2O4P2 as an isolated structure at a distorted geometry (wB97M-V/def2-TZVPD, OMol25).

Summary:
molar mass	932.941	g mol⁻¹
LUMO	-0.30	eV
spin multiplicity	1
frontier orbital gap	7.52	eV
ΔE to the lowest compared entry with this formula, charge and spin	22.57	kJ/mol
net charge	0
strongest force on any atom	1.80	eV/Å

The geometry in XYZ format:
```
80
Properties=species:S:1:pos:R:3:forces:R:3
Br 6.39907 1.85895 -1.04474 -0.184 -0.053 -0.002
Cl -3.25343 -4.82025 3.83716 -0.003 -0.049 0.092
Cl -6.24093 -2.42405 0.05566 -0.085 0.027 -0.018
Cl 1.92987 -5.44575 -0.30714 0.111 -0.212 0.214
Cl -3.68133 -1.22705 -1.17784 -0.412 0.352 -0.617
Cl 1.46497 -5.17435 -5.65634 0.058 -0.139 -0.254
Cl -0.71303 -3.64785 2.49476 0.597 -0.810 0.560
Cl -6.06063 -4.12305 2.65826 0.037 -0.032 -0.020
P 0.59467 -0.93445 2.96236 0.372 0.240 1.014
P -1.19423 1.07505 1.62896 -1.477 0.557 0.866
Mg -0.43473 -1.41465 0.31376 0.460 0.669 0.016
O 0.42277 -2.96765 -0.36284 0.434 -0.461 0.284
O 2.21267 -1.02865 0.36146 -0.138 0.467 -0.273
O -0.86253 -0.95355 -1.62004 -0.062 0.241 -0.142
O 0.54427 0.73705 -0.50294 0.461 -0.158 -0.156
N 1.55437 4.24945 -2.54084 0.294 -0.167 0.120
N -0.01963 2.90615 -1.73264 0.305 -0.415 0.239
C 1.85367 0.41965 3.09936 -0.211 -0.180 -0.210
C 1.37507 -4.63245 -1.72194 -0.094 0.086 -0.002
C -2.30653 5.38075 -3.24294 -0.137 -0.041 0.034
C -0.83703 2.75125 2.34176 0.258 -0.359 -0.215
C 0.35547 4.81635 -2.89144 -0.880 -0.117 0.092
C -2.24823 -3.20035 1.90236 -0.961 0.173 -0.391
C -1.98353 4.22915 -2.55714 0.107 0.017 -0.019
C 1.61367 -5.16925 -2.95644 -0.160 0.269 0.048
C 4.11597 0.31605 -0.34104 -0.199 -0.040 0.041
C 2.27157 2.19545 -1.30974 0.191 -0.501 0.278
C -3.54483 -2.13215 0.27666 0.027 -0.401 0.474
C 4.53007 1.51105 -0.92284 0.257 0.239 -0.157
C 3.05577 -2.11335 0.68026 0.243 -0.466 0.183
C 1.33827 -2.01245 4.27376 -0.052 -0.007 -0.295
C 1.15437 -4.49415 -4.09664 -0.077 0.243 0.007
C -4.63213 -3.48585 1.93776 0.051 0.012 0.011
C -0.49053 -1.52465 -2.63554 -0.129 0.165 -0.763
C -4.71023 -2.69375 0.79666 -0.058 -0.003 0.044
C -3.38083 -3.77035 2.47746 -0.034 -0.066 0.060
C 0.64847 -3.40945 -1.52024 0.109 -0.295 -0.757
C 0.48377 -3.30815 -3.98404 0.052 -0.112 0.118
C 1.83207 1.01765 -0.68464 0.399 0.215 -0.089
C -0.63373 3.94775 -2.37444 0.266 0.690 -0.406
C 3.64597 2.44225 -1.41184 0.051 -0.218 0.078
C -1.93513 0.26165 3.11096 -0.100 0.199 -0.117
C -2.70583 1.56505 0.71216 0.187 -0.065 0.034
C -2.28643 -2.31275 0.83536 -0.492 0.016 0.229
C -0.79463 -0.23035 3.99506 0.037 -0.085 -0.094
C -1.32363 6.23835 -3.74374 0.045 0.070 -0.036
C 1.27717 3.10455 -1.84694 -0.177 0.196 -0.074
C 0.02067 5.97245 -3.58094 0.140 0.012 -0.006
C 0.22017 -2.75435 -2.71824 0.345 -0.537 0.320
C 2.76167 0.06595 -0.20834 0.181 0.446 -0.212
H 2.83407 -0.02315 2.92426 0.081 0.046 -0.036
H 4.85807 -0.38865 -0.00554 0.015 -0.099 0.080
H 2.40017 -2.88945 1.06886 0.071 0.026 -0.051
H 3.80187 -1.84215 1.43416 -0.045 0.100 -0.025
H 1.71977 -1.40985 5.09716 0.005 0.043 0.030
H -1.71863 3.13535 2.85446 -0.050 -0.004 -0.017
H -2.59843 0.94015 3.65766 -0.025 -0.057 -0.076
H -3.34483 5.63135 -3.39654 -0.097 0.014 -0.024
H 2.14377 -6.10435 -3.06034 0.038 -0.027 0.042
H -0.57693 3.42075 1.52196 0.045 0.083 0.003
H -3.42713 2.04595 1.37286 -0.036 0.043 0.013
H 3.56327 -2.49255 -0.21134 -0.036 0.037 0.006
H -2.52643 -0.58625 2.75036 0.038 0.114 0.025
H 1.67937 1.18385 2.34556 0.060 0.101 -0.055
H -1.14903 -1.00785 4.67746 0.102 0.046 -0.012
H -3.15063 0.69155 0.24696 -0.092 0.051 -0.027
H 1.84547 0.87055 4.09266 -0.003 0.002 -0.013
H -1.62723 7.13135 -4.26994 0.006 0.051 -0.041
H -0.00453 1.44435 -0.94954 -0.071 0.012 -0.070
H 0.77607 6.63735 -3.96994 0.070 0.089 -0.058
H -2.40953 2.26295 -0.06994 -0.064 0.052 -0.103
H 4.02157 3.34445 -1.86944 0.032 0.054 -0.017
H 0.59417 -2.70855 4.65196 0.009 -0.016 0.020
H -2.74243 3.56365 -2.17934 -0.104 -0.086 0.062
H -0.71473 -1.05445 -3.61374 -0.068 -0.035 0.143
H -0.40343 0.59895 4.59386 0.033 -0.155 0.045
H 2.46447 4.61135 -2.77134 -0.058 -0.106 0.062
H 0.13607 -2.79195 -4.86644 -0.017 0.048 -0.124
H 2.15737 -2.58745 3.84606 0.124 -0.074 0.020
H -0.00433 2.71595 3.03946 0.085 0.040 0.066
```
Positions in Å, forces in eV/Å.